# 1
Formula: C4H5NO2
Source: OMol25
Level of theory: the ωB97M-V functional and the def2-TZVPD basis

Summary:
Kohn-Sham gap (hartree): 0.3900
Net charge: 0
Structure (SMILES): O=C[C@H]1CN1C=O
Lowest unoccupied orbital energy (eV): 0.47
Highest occupied orbital energy (hartree): -0.373

Geometry as XYZ:
```
12
Properties=species:S:1:pos:R:3:forces:R:3
O 2.54583 -0.42033 -0.71846 -1.78 0.10 0.24
C 1.38901 -0.31411 -0.41471 -0.69 -0.97 0.24
C 0.71192 0.53697 0.65116 0.58 -0.61 -0.83
C -0.46254 1.27811 0.09849 -0.07 -0.23 -0.17
N -0.65454 0.04798 0.85048 -0.67 -1.18 -1.28
C -1.13137 -1.18963 -0.07504 -0.76 1.63 1.71
O -1.89567 -1.06164 -0.98985 0.65 0.21 0.68
H 0.38987 -1.01452 -0.73861 3.04 1.00 -0.73
H 1.38310 0.87096 1.44667 -0.65 -0.04 0.04
H -0.61112 1.20584 -0.98141 -0.02 0.04 0.17
H -0.78828 2.22173 0.53853 0.09 -0.39 0.06
H -0.95800 -2.15878 0.44024 0.27 0.45 -0.12
```
Positions in Å, forces in eV/Å.



# 2
Formula: CH5NS
Source: OMol25
Level of theory: the ωB97M-V functional and the def2-TZVPD basis

Summary:
Kohn-Sham gap (hartree): 0.3929
Net charge: 0
Structure (SMILES): C=N.S
Lowest unoccupied orbital energy (eV): 1.04
Highest occupied orbital energy (hartree): -0.355

Geometry as XYZ:
```
8
Properties=species:S:1:pos:R:3:forces:R:3
S -1.08815 1.53487 0.67699 0.08 0.07 -0.87
H -0.64495 0.86990 -0.40747 0.14 -0.43 0.41
C 1.74076 -1.53378 -0.51502 0.11 -0.33 0.11
N 0.59240 -1.83559 -0.94055 -0.94 1.50 0.75
H 2.32006 -2.17170 0.16234 -0.17 0.37 0.44
H 2.18727 -0.58962 -0.82477 0.43 -0.36 -0.61
H -1.45822 2.45275 -0.23167 -0.20 0.30 0.44
H 0.07307 -2.42315 -0.28640 0.56 -1.13 -0.67
```
Positions in Å, forces in eV/Å.



# 3
Formula: C28H31MgN8S
Source: OMol25
Level of theory: the ωB97M-V functional and the def2-TZVPD basis

Summary:
Kohn-Sham gap (hartree): 0.2605
Net charge: +1
Lowest unoccupied orbital energy (eV): -3.10
Highest occupied orbital energy (hartree): -0.374

Geometry as XYZ:
```
69
Properties=species:S:1:pos:R:3:forces:R:3
Mg 0.36358 0.05998 -0.38762 0.01 -0.07 -0.07
C 1.39470 -2.46535 1.38887 0.00 -0.03 0.06
N 2.18637 -1.34981 0.82240 -0.01 0.01 -0.01
C 2.92990 -1.80384 -0.36797 0.01 -0.03 0.00
C 2.01104 -2.36020 -1.42962 -0.01 0.02 0.01
C 2.43511 -3.36285 -2.28726 0.01 0.01 0.00
C 1.56296 -3.82860 -3.25668 -0.02 0.01 0.01
C 0.28654 -3.29202 -3.32526 0.01 -0.02 -0.01
C -0.05819 -2.29900 -2.42917 0.01 0.01 0.01
N 0.78680 -1.83481 -1.50436 0.00 -0.03 0.01
C 3.15608 -0.84864 1.82978 0.02 0.02 0.00
C 2.45665 -0.00042 2.87212 0.00 -0.01 -0.02
C 3.14754 1.09065 3.59991 -0.01 0.01 0.01
C 2.46808 2.06214 4.22519 0.00 -0.01 -0.01
C 0.96373 2.17849 4.15936 0.01 -0.01 0.02
C 0.46379 1.03473 3.23843 -0.01 0.01 0.01
N 1.19841 -0.14777 2.92062 -0.01 -0.01 0.00
C -0.09047 -2.25155 1.58772 -0.01 0.00 -0.03
C -0.75793 -3.12946 2.43547 0.02 0.02 -0.01
C -2.12042 -3.00124 2.61329 -0.03 0.01 -0.01
C -2.79334 -1.99541 1.93262 0.00 -0.03 0.02
C -2.06132 -1.17025 1.10626 0.01 0.00 -0.01
N -0.73787 -1.28890 0.93143 0.02 0.02 -0.01
H 1.80352 -2.74573 2.36169 0.00 0.01 -0.01
H 1.50768 -3.34695 0.75105 -0.01 0.00 -0.01
H 3.67518 -2.56884 -0.11362 0.00 0.01 0.02
H 3.47116 -0.94571 -0.77740 -0.01 0.00 -0.01
H 3.43331 -3.76923 -2.19251 0.00 0.00 0.00
H 1.87200 -4.60652 -3.94191 0.00 0.00 0.00
H -0.43108 -3.63248 -4.05769 0.00 0.00 0.00
H -1.04034 -1.84058 -2.45368 -0.01 0.00 0.00
H 3.86408 -0.19136 1.31663 0.01 -0.01 0.00
H 3.74353 -1.67242 2.25617 0.00 -0.01 0.00
H 4.22872 1.05678 3.66509 0.00 0.00 0.00
H 3.00843 2.78908 4.82121 0.00 0.00 0.00
H 0.52884 2.29047 5.15372 0.00 0.01 0.00
H -0.59370 0.81831 3.38066 0.00 -0.01 0.00
H -0.20156 -3.89862 2.95509 0.00 0.00 0.00
H -2.65247 -3.67396 3.27280 0.00 0.00 0.00
H -3.85968 -1.85539 2.03472 0.00 0.00 0.00
H -2.54263 -0.37944 0.54462 0.00 0.00 0.00
C -2.49979 1.83431 -5.54605 0.00 0.00 0.00
C -1.96363 0.45866 -5.17440 -0.01 0.00 0.00
N -0.68596 0.51236 -4.47881 0.02 0.00 0.00
C -0.56537 0.83568 -3.17328 0.02 0.01 -0.05
S 1.06350 1.11903 -2.58235 0.02 0.01 0.03
N -1.67554 0.95795 -2.47094 -0.05 -0.02 0.06
N -1.36279 1.16001 -1.15481 0.03 0.00 -0.02
C -1.92722 2.07932 -0.46822 -0.01 0.02 0.01
C -3.02127 2.97891 -0.93698 -0.01 -0.01 0.00
C -1.21371 2.31962 0.82646 0.01 -0.02 0.00
C -1.74098 3.17037 1.91638 -0.01 -0.01 -0.01
C -0.99386 3.52762 2.97031 0.00 -0.01 0.01
C 0.46782 3.17621 3.04159 0.01 0.01 0.00
C 0.70028 2.01554 2.07848 0.00 0.01 -0.01
N -0.05965 1.77495 0.90411 -0.04 0.07 0.04
H -3.46141 1.74412 -6.05210 0.00 0.00 0.00
H -1.81095 2.35302 -6.21367 0.00 0.00 0.00
H -2.63653 2.44107 -4.65160 0.00 0.00 0.00
H -1.81883 -0.14976 -6.06782 0.00 0.00 0.00
H -2.67232 -0.06265 -4.53179 0.00 0.00 0.00
H 0.15701 0.60535 -5.02027 -0.01 -0.01 0.00
H -3.17458 2.83618 -2.00329 0.00 0.00 0.00
H -2.77802 4.02372 -0.73907 0.00 0.00 -0.01
H -3.95670 2.75232 -0.41918 0.00 0.01 0.01
H -2.76905 3.49987 1.84118 0.00 0.01 0.00
H -1.42677 4.15549 3.74128 0.00 0.00 0.00
H 1.07116 4.07870 2.91022 0.01 0.00 0.00
H 1.74846 1.97872 1.80239 0.00 -0.01 0.00
```
Positions in Å, forces in eV/Å.



# 4
Formula: C30H30N6O2PSe3TaTe
Source: OMol25
Level of theory: the ωB97M-V functional and the def2-TZVPD basis

Summary:
Kohn-Sham gap (hartree): 0.2346
Net charge: 0
Lowest unoccupied orbital energy (eV): -1.52
Highest occupied orbital energy (hartree): -0.291

Geometry as XYZ:
```
74
Properties=species:S:1:pos:R:3:forces:R:3
Ta 0.77976 -1.34385 1.51300 0.09 0.13 -0.77
Se 0.32279 -3.12370 3.29790 0.35 0.39 -0.12
Se 1.64308 -2.47981 5.12893 -0.11 0.06 0.06
Te 3.75012 -1.93715 3.89260 0.01 -0.02 0.12
Se 2.71405 -0.08548 2.55344 0.50 -0.05 0.62
O -2.00624 -3.85874 0.76770 -0.15 -0.55 0.26
C -1.41014 -3.03898 0.16043 1.07 0.96 -0.28
O -0.08173 -2.70814 0.42902 -1.34 -0.68 0.16
C -1.94879 -2.15835 -0.94300 0.15 -0.04 -0.16
P -0.81330 -0.73436 -1.20174 -0.04 -0.10 0.01
C 0.38928 -1.35252 -2.42627 0.00 0.21 -0.09
C 1.10500 -0.38195 -3.13330 0.02 0.04 -0.06
C 2.08677 -0.74175 -4.04160 -0.03 -0.06 0.03
C 2.36951 -2.08611 -4.25909 -0.04 -0.03 0.06
C 1.66460 -3.06091 -3.56511 0.01 0.10 0.05
C 0.68349 -2.69354 -2.64679 0.02 -0.16 -0.04
C -1.81356 0.42297 -2.20189 -0.16 -0.05 0.00
C -2.12052 0.18711 -3.54418 -0.04 0.07 0.00
C -2.91598 1.08012 -4.24725 0.02 0.01 0.05
C -3.41331 2.21945 -3.61970 0.03 -0.05 0.00
C -3.12076 2.45795 -2.28500 0.05 -0.08 0.00
C -2.32238 1.56103 -1.58111 -0.05 0.04 -0.05
H -2.92272 -1.79828 -0.62276 -0.13 0.05 -0.06
H -2.07375 -2.74211 -1.85542 -0.08 -0.09 0.00
H 0.88444 0.67095 -2.98007 0.00 -0.05 0.01
H 2.62812 0.02770 -4.58064 -0.02 -0.04 0.02
H 3.13726 -2.37469 -4.96711 -0.04 0.01 0.02
H 1.87558 -4.11098 -3.72206 -0.01 0.00 0.03
H 0.15878 -3.48139 -2.11543 0.04 0.06 -0.03
H -1.73080 -0.69211 -4.04403 0.01 0.01 0.02
H -3.14853 0.88720 -5.28800 0.01 0.02 0.05
H -4.02856 2.91818 -4.17426 0.02 -0.04 0.02
H -3.50904 3.34050 -1.78944 0.02 -0.05 -0.02
H -2.10465 1.74217 -0.53557 0.00 0.01 -0.01
N 3.72583 -0.45667 -0.72212 0.00 0.20 0.01
C 2.91188 0.61275 -0.75598 0.04 -0.16 0.00
C 3.29564 1.74842 -1.50686 0.07 0.03 -0.01
C 2.46922 2.83052 -1.57481 0.05 0.15 -0.09
C 1.24080 2.80263 -0.90492 0.02 -0.04 0.02
C 0.93486 1.66959 -0.20305 0.02 -0.02 -0.11
N 1.72860 0.57988 -0.10695 -0.07 -0.20 0.22
H 4.63613 -0.39402 -1.13752 -0.02 0.04 -0.04
H 3.48976 -1.27458 -0.17400 -0.06 0.00 0.02
H 4.24478 1.73121 -2.02957 -0.05 -0.01 0.04
H 2.76268 3.69877 -2.15298 -0.01 -0.02 0.02
H 0.54590 3.63024 -0.93885 0.02 -0.04 0.01
H -0.00867 1.59131 0.31120 -0.03 0.00 -0.01
C -1.22097 3.11869 4.73936 -0.04 0.08 0.02
N 0.01741 2.53688 4.26651 0.06 -0.06 0.04
C 0.41204 1.38699 5.06579 -0.14 0.07 0.03
C 0.06865 2.32648 2.82236 -0.06 -0.07 -0.08
C -1.00839 1.38200 2.30242 -0.19 -0.20 0.26
C -2.25376 1.96233 2.07341 -0.16 0.00 0.05
C -3.40002 1.20563 1.85610 0.05 0.10 0.04
C -3.31894 -0.17277 1.94053 0.05 -0.03 0.02
C -2.07684 -0.76693 2.12196 0.14 0.14 0.05
C -0.86981 -0.03294 2.21469 0.08 0.15 -0.13
H -1.08384 3.44727 5.77096 -0.01 -0.01 -0.01
H -2.07965 2.42932 4.71480 0.02 0.00 0.00
H -1.47800 3.99624 4.13931 0.04 -0.04 0.03
H 0.36149 1.66249 6.12147 0.01 0.00 -0.05
H 1.43276 1.09384 4.84145 0.09 0.01 -0.07
H -0.22898 0.50631 4.91780 -0.07 -0.03 -0.02
H 1.06198 1.97174 2.56992 0.13 -0.02 0.02
H -0.05522 3.30845 2.35516 -0.02 -0.03 -0.06
H -2.32885 3.04677 2.09252 -0.03 -0.08 -0.01
H -4.35024 1.69342 1.67343 0.02 0.00 0.01
H -4.20840 -0.78927 1.87304 0.04 0.03 -0.01
H -2.06177 -1.84552 2.22331 0.03 -0.02 -0.06
N 1.85784 -6.24233 -1.90487 0.08 0.20 0.20
C 2.27077 -5.54405 -1.07867 -0.05 0.33 0.05
N 2.80962 -4.80330 -0.12191 0.09 -0.31 0.03
C 2.57597 -3.63806 0.25217 -0.05 -0.30 -0.35
N 2.46985 -2.54013 0.68117 -0.34 0.18 0.02
```
Positions in Å, forces in eV/Å.



# 5
Formula: C5H8N2
Source: OMol25
Level of theory: the ωB97M-V functional and the def2-TZVPD basis

Summary:
Kohn-Sham gap (alpha / beta) (hartree): 0.3009 / 0.3009
Net charge: 0
Lowest unoccupied orbital energy (alpha / beta) (eV): -0.02 / -0.02
Highest occupied orbital energy (alpha / beta) (hartree): -0.302 / -0.302

Geometry as XYZ:
```
15
Properties=species:S:1:pos:R:3:forces:R:3
C -1.35743 0.05208 0.55787 -0.22 -0.09 -0.02
C -1.05409 -0.27396 -0.91597 -0.09 0.01 -0.03
N 0.41562 -0.26729 -0.89481 0.05 -0.03 0.19
C 0.71022 -0.91479 0.30742 0.16 -0.12 -0.01
C 1.77696 -0.21174 0.91780 0.01 0.00 0.03
N 1.91568 0.97073 0.37194 -0.16 -0.29 0.00
C 0.84245 1.06198 -0.51289 0.09 0.24 -0.18
H -1.68487 -0.81080 1.14023 0.07 0.16 -0.07
H -0.07753 1.23138 0.27415 -0.04 0.08 -0.01
H -2.01306 0.90035 0.77784 0.13 -0.14 -0.05
H -1.42768 0.45367 -1.64683 0.07 -0.15 0.16
H -1.41045 -1.27074 -1.20053 0.04 0.18 0.01
H 0.40373 -1.94041 0.47770 0.01 0.19 0.01
H 2.38168 -0.54064 1.75632 -0.08 0.04 -0.13
H 0.90381 1.80579 -1.30441 -0.05 -0.07 0.11
```
Positions in Å, forces in eV/Å.



# 6
Formula: C4H6N2S
Source: OMol25
Level of theory: the ωB97M-V functional and the def2-TZVPD basis

Summary:
Kohn-Sham gap (hartree): 0.3335
Net charge: 0
Structure (SMILES): CSC1N=CC=N1
Lowest unoccupied orbital energy (eV): -0.01
Highest occupied orbital energy (hartree): -0.334

Geometry as XYZ:
```
13
Properties=species:S:1:pos:R:3:forces:R:3
C 1.46957 0.25459 0.92186 1.42 -0.45 3.50
C 1.62757 0.27648 -0.52630 -0.44 0.23 -2.13
C -0.33894 1.22042 0.22989 1.51 0.83 -3.56
C -1.55171 -1.27123 -0.36946 -3.70 3.02 -0.82
N 0.39816 0.84087 1.33398 1.27 -1.59 0.72
N 0.63654 0.86606 -1.08738 -1.48 -0.22 1.96
S -2.00128 0.49750 0.06321 0.50 -0.37 0.01
H 2.22464 -0.14175 1.74693 -1.52 0.79 -2.10
H 2.41145 -0.12075 -1.23186 -0.49 0.36 1.41
H -0.26801 2.33501 0.14097 -0.94 -0.76 0.15
H -2.44391 -1.88447 -0.28549 -0.63 0.43 -0.89
H -1.05730 -1.69583 0.35964 3.62 -1.69 3.59
H -1.10675 -1.17691 -1.29600 0.89 -0.59 -1.82
```
Positions in Å, forces in eV/Å.



# 7
Formula: CCl4OS
Source: OMol25
Level of theory: the ωB97M-V functional and the def2-TZVPD basis

Summary:
Kohn-Sham gap (hartree): 0.3001
Net charge: 0
Lowest unoccupied orbital energy (eV): -0.88
Highest occupied orbital energy (hartree): -0.332

Geometry as XYZ:
```
7
Properties=species:S:1:pos:R:3:forces:R:3
C -2.13613 -0.16138 0.00823 -0.15 -0.88 -1.58
O 2.99288 0.32744 0.45451 4.17 0.22 3.20
S 1.92641 0.29609 -0.40631 -4.60 0.30 -2.10
Cl -2.05647 1.24254 -1.00947 -0.15 0.12 0.70
Cl -2.82012 0.05326 1.50654 -0.38 0.83 0.73
Cl 0.37496 -0.78717 0.58247 0.84 0.20 -0.05
Cl 2.26375 -1.09958 -1.78820 0.29 -0.79 -0.91
```
Positions in Å, forces in eV/Å.